# 1
ORCA calculation (the ωB97M-V functional and the def2-TZVPD basis) on C58H45BiBr2N5O2Sb2 as an isolated structure.

Geometry (Å):
Bi (-0.24327, 0.00429, -0.30216)
Sb (3.67853, -4.12157, -1.64518)
Sb (3.70541, -1.16485, 0.71242)
Br (-2.53534, -1.76543, 6.68898)
Br (-3.18778, -1.58538, -7.59493)
O (0.13342, -1.19298, 1.32984)
O (-2.33990, 0.10729, -0.24360)
N (-5.58584, -4.20341, -1.73185)
N (-5.75990, -4.50947, -2.91650)
N (0.84950, 2.89026, -0.33524)
N (-0.80724, 1.54299, 1.40201)
N (-1.18371, -2.04497, -1.41830)
C (5.85678, -1.19178, 0.83987)
C (-1.07233, -0.16652, 3.13987)
C (8.65790, -1.22241, 0.85566)
C (-5.25504, -2.04653, -0.67609)
C (3.66195, 0.01727, -1.08831)
C (-5.16158, -3.75590, -3.98825)
C (-1.72953, -1.56469, 4.99271)
C (3.55243, 0.41973, 4.76326)
C (6.57873, -0.23206, 1.55397)
C (7.95757, -2.17820, 0.14061)
C (-2.53300, -2.07139, -1.21074)
C (-1.10569, 1.16626, 2.59367)
C (2.94385, 1.66469, 4.65846)
C (-1.66073, -0.32614, 4.40560)
C (-0.62153, -3.06906, -2.02068)
C (-0.60373, -2.53412, 3.10307)
C (-3.11176, -0.94516, -0.57317)
C (0.98003, -6.61021, -4.98168)
C (-2.58528, 4.80385, 1.04679)
C (2.87219, 1.41501, 2.26813)
C (2.60306, 2.16212, 3.41086)
C (-4.50311, -4.49019, -4.96631)
C (1.90467, -6.42084, -2.76760)
C (0.41649, 5.57255, -1.00514)
C (-4.73065, -3.10492, -1.36361)
C (-4.72792, -1.73575, -5.21222)
C (1.16371, -7.12721, -3.70723)
C (0.62001, -5.56408, 1.25483)
C (7.96639, -0.25073, 1.56376)
C (1.53719, 4.91924, -1.42287)
C (-0.24551, 3.55247, 0.13819)
C (1.34592, -5.66223, 2.43308)
C (2.57455, -4.73475, 0.09814)
C (1.23225, -5.10208, 0.09659)
C (2.78038, -2.17315, -2.21296)
C (-3.33304, -3.16139, -1.60629)
C (-4.00837, -2.47100, -6.14147)
C (-3.89933, -3.84866, -6.03377)
C (2.68419, -5.29800, 2.44909)
C (2.30101, -4.69269, -4.37826)
C (1.55802, -5.39566, -5.31808)
C (-0.52585, 4.89311, -0.19976)
C (3.29264, -4.84310, 1.28738)
C (-1.13421, 2.86895, 1.00975)
C (-4.45295, -0.95441, -0.29807)
C (3.81257, -0.32660, 3.62416)
C (2.46622, -5.18153, -3.08363)
C (-5.30134, -2.38091, -4.12849)
C (6.56864, -2.16267, 0.13588)
C (-0.52864, -1.28683, 2.48885)
C (-2.68101, -4.25390, -2.22355)
C (-1.71126, 5.50875, 0.26968)
C (3.48731, 0.17012, 2.36120)
C (-2.29397, 3.47498, 1.41448)
C (-1.33517, -4.19952, -2.44566)
C (-1.20007, -2.67580, 4.33885)
C (3.71665, -0.94781, -2.29489)
C (1.70066, 3.56487, -1.07042)
H (0.87492, -6.03350, 3.33481)
H (4.53191, 0.67247, -1.10917)
H (-5.86724, -1.81269, -3.40406)
H (-1.91444, 6.53466, -0.00790)
H (1.92166, -1.96155, -1.56738)
H (-0.79922, -5.00531, -2.93161)
H (6.06190, 0.53563, 2.10981)
H (2.13641, 3.13602, 3.32157)
H (2.38402, -2.39518, -3.20512)
H (-3.50605, 5.25639, 1.38684)
H (-0.16218, -3.37877, 2.59304)
H (3.25952, -5.38396, 3.36175)
H (8.51010, 0.49825, 2.12507)
H (0.23584, 6.60616, -1.27222)
H (4.34499, -4.57993, 1.31302)
H (0.40629, -7.16144, -5.71528)
H (2.59995, 1.81791, 1.30017)
H (-1.45754, 1.93055, 3.28823)
H (-3.00893, 2.92013, 2.00797)
H (-4.83965, -0.66775, -5.33424)
H (4.75047, -1.26491, -2.44980)
H (0.73801, -8.08714, -3.44292)
H (9.73992, -1.23507, 0.86404)
H (-6.31403, -2.03991, -0.45094)
H (-3.36462, -4.41284, -6.78468)
H (0.44486, -3.02775, -2.19018)
H (2.04604, -6.84810, -1.78239)
H (2.75946, -3.75650, -4.67746)
H (2.57769, 3.02511, -1.41366)
H (6.04444, -2.93090, -0.41948)
H (1.44082, -4.99650, -6.31751)
H (0.65876, -5.07096, -0.81646)
H (-4.88874, -0.10246, 0.20649)
H (2.76462, 0.64495, -1.13573)
H (3.82051, 0.02938, 5.73654)
H (2.28895, 5.40835, -2.02510)
H (-2.06847, 0.53755, 4.91539)
H (8.48904, -2.94273, -0.41143)
H (3.45660, -0.37355, -3.18883)
H (2.73971, 2.24501, 5.54884)
H (-4.46418, -5.56865, -4.87728)
H (-0.42226, -5.86089, 1.22987)
H (-3.24982, -5.12782, -2.51195)
H (4.28097, -1.29967, 3.72145)
H (-1.25284, -3.64881, 4.80822)

Calculated values
Frontier orbital gap = 6.8 eV
LUMO level = -3.20 eV
Energy above the lowest of the compared OMol25 structures with the same formula, charge and spin = 0.0 kJ/mol
HOMO = -0.36874 hartree
Total charge = +1

# 2
ORCA calculation (the ωB97M-V functional and the def2-TZVPD basis) on C58H47Cl2CsIN5O4P as an isolated structure at a distorted geometry.

Geometry (Å):
Cs (0.70705, 0.04937, 0.20889)
I (3.78625, -0.80873, 1.87779)
Cl (-2.09675, 0.98337, -6.25691)
Cl (0.72585, -2.85613, -3.79371)
P (3.80255, -0.11343, -1.34851)
O (-7.02055, 0.51597, -0.11821)
O (1.44585, -0.71003, -1.89881)
O (-2.96185, 3.77527, 3.91799)
O (-3.71635, -1.78703, 1.55969)
N (-2.44365, 0.30807, 0.42579)
N (0.45495, 1.81697, -1.86681)
N (-4.64545, 0.93897, 0.92069)
N (-2.91985, 1.80927, 2.15869)
N (0.80725, -2.26193, 3.08299)
C (1.28665, -3.42023, 3.50219)
C (0.10785, 0.99717, -2.86481)
C (-1.71115, 3.20077, 3.65719)
C (-0.37785, -1.87503, 3.52759)
C (-0.82155, 3.57337, -2.85151)
C (3.37225, 3.69717, -3.92451)
C (0.20295, -1.20683, -3.84091)
C (4.02105, -2.83883, -4.47131)
C (7.75395, 0.09427, -2.32581)
C (8.62555, -0.45003, 1.20589)
C (3.69775, -4.02003, -2.41991)
C (0.01225, 3.04667, -1.85641)
C (7.82685, -0.27163, 0.05649)
C (-0.53805, 3.61297, 4.26189)
C (8.05815, -0.63113, 2.43819)
C (3.90085, -1.61713, -2.40201)
C (-1.67095, 2.13987, 2.73229)
C (-0.74125, 1.42597, -3.92871)
C (0.65125, 1.90697, 3.05649)
C (-2.93205, -0.70193, -0.38511)
C (-7.78765, -0.10133, 3.44739)
C (-4.09615, -2.81793, -0.61521)
C (-2.72285, -0.70163, -1.76051)
C (0.60765, -4.25933, 4.37549)
C (-4.25225, -2.91593, 2.18629)
C (-1.07125, 0.49857, -4.93251)
C (6.36885, 0.07167, -2.25561)
C (-0.60485, -0.79533, -4.88741)
C (-5.64375, 0.56387, 1.79189)
C (6.67005, -0.66733, 2.53869)
C (-8.25165, 0.27707, -0.74281)
C (5.66335, -0.10913, -1.07721)
C (-1.13425, -2.63513, 4.41149)
C (-0.50865, 1.43927, 2.42459)
C (-1.19895, 2.75887, -3.88521)
C (2.96675, 1.34637, -3.65731)
C (4.32765, 2.50867, -2.07311)
C (-3.25185, 0.95797, 1.18009)
C (4.14725, 3.68367, -2.77641)
C (5.85925, -0.53583, 1.42629)
C (3.74785, 1.31347, -2.50591)
C (4.07525, -1.64193, -3.78071)
C (-3.60535, -1.80753, 0.18929)
C (-2.99765, 4.86057, 4.79959)
C (3.73325, -2.82483, -1.72991)
C (-6.52315, 0.05747, 3.97719)
C (0.64115, -0.35483, -2.80761)
C (8.47755, -0.06773, -1.17471)
C (-5.45505, 0.38157, 3.15649)
C (-6.93325, 0.36207, 1.24999)
C (6.38985, -0.30653, 0.13099)
C (-7.98765, 0.03657, 2.07819)
C (-3.19635, -1.73203, -2.55681)
C (3.82385, -4.02993, -3.79831)
C (-3.90075, -2.77513, -1.98911)
C (-0.63455, -3.85493, 4.83769)
C (2.78605, 2.52347, -4.36101)
C (0.64935, 2.96807, 3.94289)
H (-2.08985, -2.27383, 4.75899)
H (6.21185, -0.81463, 3.50579)
H (0.33225, 3.65357, -1.01881)
H (-1.85285, 3.12177, -4.66871)
H (-2.17555, 0.12017, -2.19371)
H (1.56835, 3.30097, 4.41379)
H (-4.04385, 5.16207, 4.86849)
H (9.70165, -0.43933, 1.08679)
H (3.60275, -2.81523, -0.65531)
H (1.59785, 1.40927, 2.86159)
H (8.24475, 0.23907, -3.27901)
H (-0.52965, 4.41957, 4.98189)
H (-9.04025, 0.92377, -0.34391)
H (-4.87135, 0.71107, -0.04071)
H (8.67275, -0.76033, 3.32009)
H (9.55925, -0.04383, -1.18141)
H (-8.62865, -0.33123, 4.08729)
H (-1.16505, 4.59637, -2.79281)
H (-4.29275, -3.57393, -2.60231)
H (3.54405, -4.94793, -1.88781)
H (4.10815, -2.83733, -5.54871)
H (-8.55945, -0.77073, -0.65231)
H (-2.40315, 5.70307, 4.42359)
H (4.23355, -0.72993, -4.33811)
H (-8.97905, -0.10863, 1.67659)
H (5.81225, 0.20877, -3.16941)
H (-3.67695, 2.37997, 2.50939)
H (4.60075, 4.60067, -2.42441)
H (-1.19615, -4.48063, 5.51889)
H (-0.72715, -0.91433, 3.16769)
H (-6.35765, -0.06873, 5.03729)
H (1.04055, -5.19933, 4.68669)
H (-4.20155, -2.71563, 3.25319)
H (3.22205, 4.61767, -4.47121)
H (2.48245, 0.45007, -4.00771)
H (2.16965, 2.52197, -5.24881)
H (4.94265, 2.50827, -1.18011)
H (-4.64075, -3.64423, -0.18521)
H (-3.03385, -1.70853, -3.62491)
H (2.26855, -3.68583, 3.12829)
H (-5.29875, -3.07293, 1.90539)
H (-0.85755, -1.50603, -5.65941)
H (3.74885, -4.95773, -4.34591)
H (-8.09985, 0.51077, -1.79551)
H (-2.63925, 4.58667, 5.80069)
H (-3.67285, -3.81603, 1.95439)
H (-4.45845, 0.47377, 3.55599)

Calculated values
Frontier orbital gap = 5.4 eV
LUMO level = 2.08 eV
HOMO = -0.12356 hartree
Total charge = -1

Q: The lowest frontier orbital gap belongs to which entry?
A: C58H47Cl2CsIN5O4P

Q: Which value of frontier orbital gap does entry 1 give?
A: 6.8 eV

Q: Which value of LUMO level does entry 2 give?
A: 2.08 eV